Version i
The following is a DFT calculation (ωB97M-V with the def2-TZVPD basis set) of a cluster of 2 separate species, O4PS in total.

Geometry (Å):
O (2.0175, -1.2256, 0.2450)
O (-2.7366, -0.7080, -0.6190)
O (-0.7718, 0.4164, 0.4331)
O (2.1034, 0.9890, -0.7484)
P (-2.2821, 0.3509, 0.3175)
S (1.6696, 0.1773, 0.3718)

Properties
Total charge ... -1
E_HOMO ... -4.638 eV
Kohn-Sham gap ... 8.0 eV

List of Löwdin charges in e, atom by atom: atom 1 (O): -0.4723, atom 2 (O): -0.5911, atom 3 (O): -0.7065, atom 4 (O): -0.4737, atom 5 (P): 0.4327, atom 6 (S): 0.8109

***

Version ii
The following is a DFT calculation (ωB97M-V with the def2-TZVPD basis set) of a cluster of 2 separate species, O4PS in total.

Geometry (Å):
O (-0.1370, 0.7711, -1.0032)
O (2.3332, -1.0976, -0.2331)
O (-0.2850, 0.3949, 1.2629)
O (-1.5833, -1.2682, -0.1681)
P (0.9613, 1.0800, 0.1343)
S (-1.2893, 0.1198, 0.0072)

Properties
Total charge ... -1
E_HOMO (spin up / spin down) ... -3.397 / -3.293 eV
Kohn-Sham gap (spin up / spin down) ... 6.8 / 6.7 eV

List of Löwdin charges in e, atom by atom: atom 1 (O): -0.6844, atom 2 (O): -0.7890, atom 3 (O): -0.6413, atom 4 (O): -0.4154, atom 5 (P): 0.8038, atom 6 (S): 0.7263

***

The structure with the greatest stability is version i.

***

Version i
The following is a DFT calculation (ωB97M-V with the def2-TZVPD basis set) of an isolated molecule of C2H4N4O2.

Geometry (Å):
N (-1.4558, -0.8208, -0.7218)
N (-0.8142, 0.2222, -0.1636)
O (-1.1575, 0.2749, 1.3907)
N (-0.2502, 0.8751, 2.1784)
C (0.8068, 0.9695, 1.3797)
C (0.5613, 0.2788, 0.0336)
N (1.4945, -0.1384, -0.7405)
O (0.8939, -0.3363, -1.9891)
H (-2.6093, -0.4574, -0.5068)
H (-0.7995, -1.6789, -0.0565)
H (1.7354, 1.4974, 1.6521)
H (1.5947, -0.6862, -2.4562)

Properties
SMILES string ... Nn1onc/c1=N/O
Total charge ... 0
E_HOMO ... -8.860 eV
Kohn-Sham gap ... 8.9 eV

Löwdin atomic charge list, values in e, 6 entries: atom 1 (N): 0.0208, atom 2 (N): -0.1660, atom 3 (O): -0.1512, atom 4 (N): 0.0563, atom 5 (C): -0.0339, atom 6 (C): -0.3479

***

Version ii
The following is a DFT calculation (ωB97M-V with the def2-TZVPD basis set) of an isolated molecule of C2H4N4O2.

Geometry (Å):
O (-0.4392, -0.3051, 2.3852)
N (0.9226, -0.4463, 1.7056)
C (0.5773, -0.1739, 0.3939)
N (1.2680, 0.7347, -0.2504)
N (0.8433, 1.3083, -1.4933)
C (-0.3099, 0.8431, -1.8054)
N (-1.0502, -0.1540, -1.0128)
O (-0.4209, -1.0325, -0.1135)
H (-0.5211, -1.1970, 2.4236)
H (1.5571, 0.1650, 2.1326)
H (-0.8138, 0.9349, -2.8074)
H (-1.6132, -0.6773, -1.5583)

Properties
SMILES string ... ONC1=NN=CNO1
Total charge ... 0
E_HOMO ... -8.699 eV
Kohn-Sham gap ... 9.0 eV

Löwdin atomic charge list, values in e, 6 entries: atom 1 (O): 0.0119, atom 2 (N): 0.0770, atom 3 (C): -0.3866, atom 4 (N): 0.0740, atom 5 (N): 0.0244, atom 6 (C): -0.1517

***

Version iii
The following is a DFT calculation (ωB97M-V with the def2-TZVPD basis set) of a cluster of 2 separate species, C2H4N4O2 in total.

Geometry (Å):
C (-0.3918, 0.3924, -0.1098)
C (2.0875, -0.2344, -0.1198)
H (-3.3518, -0.1180, 1.1183)
H (-1.7310, 1.6961, -0.7065)
H (3.1742, -0.4551, 0.3291)
H (1.2627, -2.0435, -0.3598)
N (-1.7025, 0.8355, -0.1525)
N (0.4594, 1.3482, -0.1562)
N (1.7431, 1.0259, 0.2933)
N (1.0908, -1.0529, -0.3769)
O (-2.5875, -0.5399, -0.0630)
O (-0.0530, -0.8543, 0.3036)

Properties
Total charge ... 0
E_HOMO ... -8.220 eV
Kohn-Sham gap ... 7.4 eV

Löwdin atomic charge list, values in e, 6 entries: atom 1 (C): -0.4721, atom 2 (C): -0.1962, atom 3 (H): 0.3227, atom 4 (H): 0.1321, atom 5 (H): 0.1580, atom 6 (H): 0.1541

***

The structure with the greatest stability is version ii.

***

Version i
The following is a DFT calculation (ωB97M-V with the def2-TZVPD basis set) of an isolated molecule of C2H4N4O2.

Geometry (Å):
N (0.0086, -0.1580, 1.6842)
N (-0.1028, -0.7920, 0.3857)
C (-1.4618, -1.1432, -0.0852)
N (-1.6764, -0.4724, -1.2148)
O (-0.6299, 0.2283, -1.6611)
C (0.3150, 0.2170, -0.5100)
N (1.0780, 1.2192, -0.2161)
O (2.1633, 0.8745, 0.7181)
H (0.1117, -0.8092, 2.7592)
H (-0.7371, 0.7306, 1.9937)
H (-1.7319, -2.0232, 0.6372)
H (1.8192, 0.2589, 1.2527)

Properties
SMILES string ... Nn1cno/c1=N/O
Total charge ... 0
E_HOMO ... -9.365 eV
Kohn-Sham gap ... 9.3 eV

Löwdin atomic charge list, values in e, 6 entries: atom 1 (N): -0.0877, atom 2 (N): -0.1294, atom 3 (C): -0.0682, atom 4 (N): 0.0191, atom 5 (O): -0.0070, atom 6 (C): -0.3069

***

Version ii
The following is a DFT calculation (ωB97M-V with the def2-TZVPD basis set) of an isolated molecule of C2H4N4O2.

Geometry (Å):
H (-2.8645, 0.1588, -0.0406)
N (-2.0657, -0.3326, -0.2530)
C (-0.9385, 0.2873, -0.2506)
N (-0.5047, 1.6137, -0.1675)
N (0.6945, 1.6215, -0.0485)
O (1.2814, 0.4016, -0.4597)
N (0.1798, -0.3003, -0.5930)
O (0.4466, -1.5777, -0.0656)
C (0.6549, -1.1779, 1.3739)
H (1.3778, -2.1506, 1.6915)
H (-0.2840, -1.1705, 2.0038)
H (1.5213, -0.3018, 1.2423)

Properties
SMILES string ... [H]/N=c1\nnon1OC
Total charge ... 0
E_HOMO ... -9.680 eV
Kohn-Sham gap ... 9.2 eV

Löwdin atomic charge list, values in e, 6 entries: atom 1 (H): 0.0174, atom 2 (N): 0.1986, atom 3 (C): -0.4889, atom 4 (N): 0.1363, atom 5 (N): 0.0907, atom 6 (O): -0.0235

***

The structure with the greatest stability is version ii.

***

Version i
The following is a DFT calculation (ωB97M-V with the def2-TZVPD basis set) of an isolated molecule of C21H23N3O2S.

Geometry (Å):
C (4.5220, -0.6375, 3.4961)
C (4.7268, -1.0400, 2.0354)
N (5.6202, -2.2937, 1.9439)
C (5.2045, 0.0836, 1.1034)
O (6.3320, 0.3842, 0.9728)
N (4.4986, 1.2130, 0.6719)
C (3.0996, 1.3279, 0.4343)
N (2.3230, 0.2631, 0.4523)
C (1.0491, 0.5632, 0.0583)
C (0.0116, -0.5768, 0.2234)
O (-1.3932, -0.2727, 0.3306)
C (-2.0354, -1.0760, 1.4049)
C (-3.5393, -1.1965, 1.1793)
C (-4.4864, -0.1843, 1.2612)
C (-5.8270, -0.5490, 1.1923)
C (-6.2712, -1.8556, 1.0643)
C (-5.3165, -2.8747, 0.8716)
C (-3.9557, -2.5226, 0.9390)
C (0.8303, 1.9071, -0.4191)
C (-0.3104, 2.5923, -1.0746)
C (-0.6414, 2.0942, -2.4519)
C (-1.9416, 1.6908, -2.7337)
C (-2.2150, 1.1104, -3.9997)
C (-1.2174, 1.1044, -4.9832)
C (0.0929, 1.5557, -4.7294)
C (0.3778, 2.0349, -3.4665)
S (2.3449, 2.8043, -0.3291)
H (4.1537, -1.4853, 4.0717)
H (5.5330, -0.4989, 3.9536)
H (3.7442, 0.1733, 3.6992)
H (3.7317, -1.3311, 1.7684)
H (5.8466, -2.4210, 0.9234)
H (6.4635, -1.9776, 2.3971)
H (5.1088, 1.9060, 0.3650)
H (0.0604, -1.2555, -0.5653)
H (0.3481, -1.1580, 1.0988)
H (-1.5626, -2.0241, 1.2993)
H (-1.8370, -0.6486, 2.3429)
H (-4.3309, 0.8327, 1.3740)
H (-6.4923, 0.2836, 1.3024)
H (-7.2982, -2.1014, 1.0129)
H (-5.5693, -3.8733, 0.7037)
H (-3.2159, -3.4022, 0.8865)
H (-0.2127, 3.6541, -0.9726)
H (-1.1731, 2.3657, -0.4011)
H (-2.5719, 1.8443, -1.8245)
H (-3.2255, 0.6599, -4.2170)
H (-1.5309, 0.6887, -5.9486)
H (0.8428, 1.5577, -5.4857)
H (1.3050, 2.5608, -3.2320)

Properties
SMILES string ... C[C@H](N)C(=O)Nc1nc(COCc2ccccc2)c(Cc2ccccc2)s1
Total charge ... 0
E_HOMO ... -8.003 eV
Kohn-Sham gap ... 8.5 eV

Löwdin atomic charge list, values in e, 6 entries: atom 1 (C): -0.0613, atom 2 (C): -0.3496, atom 3 (N): 0.0453, atom 4 (C): -0.4165, atom 5 (O): 0.0975, atom 6 (N): 0.0959

***

Version ii
The following is a DFT calculation (ωB97M-V with the def2-TZVPD basis set) of an isolated molecule of C21H23N3O2S.

Geometry (Å):
C (-0.8397, 4.1374, -0.4718)
N (0.0251, 2.9894, -0.5893)
C (1.3301, 3.1157, -0.8734)
O (1.8967, 4.1743, -1.0347)
C (2.1347, 1.8118, -0.9417)
C (2.8881, 1.6066, 0.3647)
C (1.9186, 1.4521, 1.5151)
O (1.9560, 2.1359, 2.5100)
N (0.9900, 0.4444, 1.3813)
C (0.2205, 0.1325, 2.5862)
C (-0.9284, 1.1258, 2.8099)
C (-2.3090, 0.5144, 2.5431)
C (-2.4778, 0.0640, 1.1201)
C (-2.5979, 1.0034, 0.1026)
C (-2.7450, 0.6063, -1.2146)
C (-2.7973, -0.7410, -1.5293)
C (-2.6947, -1.6848, -0.5225)
C (-2.5245, -1.2836, 0.7909)
C (0.9062, -0.4196, 0.3027)
N (0.6113, -1.6245, 0.5089)
C (0.4289, -2.6681, -0.3693)
C (0.6153, -3.9437, 0.1722)
C (0.4404, -5.0676, -0.6079)
C (0.0614, -4.9415, -1.9356)
C (-0.1419, -3.6822, -2.4742)
C (0.0381, -2.5491, -1.7037)
S (1.1691, 0.3129, -1.3231)
H (-1.2439, 4.2138, 0.5398)
H (-0.2400, 5.0218, -0.6810)
H (-1.6605, 4.0758, -1.1878)
H (-0.3977, 2.0719, -0.5326)
H (2.8439, 1.9109, -1.7682)
H (3.5190, 2.4743, 0.5668)
H (3.5169, 0.7136, 0.3000)
H (-0.1506, -0.8847, 2.4729)
H (0.9154, 0.1742, 3.4279)
H (-0.7770, 1.9963, 2.1703)
H (-0.8972, 1.4796, 3.8407)
H (-2.4585, -0.3315, 3.2163)
H (-3.0677, 1.2666, 2.7745)
H (-2.6042, 2.0549, 0.3539)
H (-2.8325, 1.3475, -1.9965)
H (-2.9244, -1.0536, -2.5550)
H (-2.7435, -2.7371, -0.7598)
H (-2.4405, -2.0287, 1.5690)
H (0.9113, -4.0254, 1.2068)
H (0.5941, -6.0476, -0.1805)
H (-0.0811, -5.8212, -2.5453)
H (-0.4462, -3.5792, -3.5056)
H (-0.1528, -1.5763, -2.1278)

Properties
SMILES string ... CNC(=O)[C@H]1CC(=O)N(CCCc2ccccc2)/C(=N/c2ccccc2)S1
Total charge ... 0
E_HOMO ... -8.444 eV
Kohn-Sham gap ... 8.8 eV

Löwdin atomic charge list, values in e, 6 entries: atom 1 (C): -0.0572, atom 2 (N): 0.0167, atom 3 (C): -0.5329, atom 4 (O): 0.0734, atom 5 (C): -0.4450, atom 6 (C): -0.0903

***

The structure with the greatest stability is version ii.